(1)
The following is a quantum chemistry calculation of a cluster of 2 separate species, C52H60Br2N2O2 in total, from the OMol25 dataset.

XYZ file:
```
118
Properties=species:S:1:pos:R:3:forces:R:3:lowdin_charge:R:1
H -2.785 1.046 -5.895 0.40 -0.15 -0.27 0.110
H 1.319 -2.962 -8.216 -0.15 -0.10 -0.10 0.069
C -2.518 -1.222 2.500 -1.20 0.40 0.11 -0.203
C -2.624 -0.579 3.768 0.04 -0.03 -0.79 -0.006
H 0.057 -3.607 0.686 -0.36 0.24 -0.62 0.105
H 5.031 0.221 -3.013 -0.25 0.00 -0.05 0.093
C -2.707 -3.048 -4.177 0.00 0.39 0.10 -0.051
C 1.645 -5.784 -2.541 0.01 -0.15 -0.19 -0.047
C -4.942 -1.533 2.503 -0.31 0.28 0.62 0.005
H -4.263 -3.516 -5.587 0.02 0.22 0.31 0.103
H -4.792 0.126 -3.318 0.15 -0.39 0.01 0.101
O 3.632 0.731 3.341 -1.44 -0.72 0.18 -0.018
H 0.043 -5.633 -6.964 -0.05 0.27 0.18 0.090
H 1.756 0.045 -5.827 -0.11 0.34 0.05 0.056
C 1.988 -2.863 -1.966 -0.35 -0.23 1.19 -0.092
H -7.449 0.714 5.276 0.21 0.07 0.09 0.095
C 1.136 -1.747 2.575 1.08 -0.33 -0.39 -0.097
C -1.792 -4.449 -8.212 -0.23 -0.13 -0.15 -0.069
C -3.850 -0.280 4.322 -1.04 -0.25 -0.23 -0.003
H -1.461 -5.468 -8.460 -0.08 0.26 0.04 0.087
H -1.043 2.531 -6.101 -0.05 -0.02 0.19 0.089
H -3.727 -0.214 -7.797 0.47 -0.10 0.13 0.115
C 0.194 0.562 -3.583 0.27 0.10 0.52 -0.039
C -2.799 -0.551 -7.320 -0.08 -0.19 0.03 -0.063
C 0.440 -3.483 -8.611 0.19 0.08 -0.14 -0.039
H -2.106 -3.978 -9.149 -0.04 -0.15 0.21 0.073
O -6.290 -0.374 4.044 0.84 -0.07 0.50 -0.078
H 5.360 0.289 -0.613 -0.19 -0.10 0.01 0.095
H 0.925 -0.245 -3.475 -0.18 0.22 0.06 0.067
H 4.297 -0.587 0.513 0.01 0.15 -0.27 0.041
H 3.484 -2.841 -4.311 -0.06 -0.10 -0.05 0.117
C -2.144 -1.684 -7.779 -0.05 -0.05 -0.01 -0.045
C 0.910 -5.223 -1.329 -0.27 0.38 -0.09 -0.533
Br 1.389 2.799 3.783 -0.10 -0.42 -0.22 0.765
C -1.278 -1.471 1.846 2.02 0.24 3.18 0.044
C -3.723 -1.725 1.912 0.78 0.21 -0.06 -0.011
C 0.569 -1.628 -0.153 -0.75 -0.01 0.01 -0.139
C 5.017 -2.141 -1.663 0.04 -0.21 0.03 -0.038
C 4.024 -0.208 -2.902 0.24 0.11 -0.49 -0.042
H -5.862 -1.899 2.049 0.21 0.14 0.11 0.125
C -0.034 -0.936 2.387 -1.98 -0.69 -0.28 -0.226
H -0.815 -6.465 -1.790 0.07 0.15 0.09 0.090
C -0.636 -3.693 -7.539 -0.21 0.24 -0.03 -0.523
H -0.558 -1.982 -1.814 -0.04 -0.20 -0.05 0.066
H -3.906 0.363 5.204 0.06 -0.48 -0.27 0.109
C 1.338 -5.988 -0.067 0.29 0.19 0.05 -0.042
H 1.802 0.113 -0.347 0.05 -0.54 -0.26 0.138
H -0.713 0.297 -3.028 0.29 0.06 -0.10 0.072
C -2.181 -2.091 -3.278 -0.12 0.00 0.07 -0.230
H 1.800 1.773 -5.403 -0.14 -0.18 -0.12 0.092
H -2.141 -3.975 -4.337 -0.23 0.52 -0.09 0.095
C -2.261 0.160 -6.257 0.25 0.03 -0.20 -0.040
H 0.768 -4.456 -9.003 -0.05 0.20 0.07 0.092
C -0.127 0.851 -5.041 -0.36 -0.14 0.32 -0.509
C 0.592 -3.043 -0.083 -0.35 1.03 0.56 -0.064
H 0.955 1.229 -6.885 0.13 -0.01 0.20 0.097
C 2.521 0.199 3.226 1.31 0.88 -0.55 -0.490
C 2.578 -1.628 -1.420 -0.52 -0.13 0.20 -0.060
H 1.195 -7.067 -0.211 -0.01 0.23 0.00 0.090
H 0.745 -5.680 0.803 0.15 -0.08 -0.12 0.077
H -2.680 -0.366 -2.048 -0.05 -0.07 -0.47 0.106
N 1.579 -2.831 -3.313 0.30 -0.60 -1.26 0.030
H -3.651 -2.227 0.939 -0.09 0.12 0.44 0.126
Br 3.951 -2.290 2.744 -0.78 0.30 0.39 0.774
H 3.820 -0.833 -3.779 0.07 0.36 0.15 0.057
H -5.904 0.171 6.026 -0.22 0.18 -0.16 0.095
H -1.162 -5.183 -0.613 0.10 0.01 -0.16 0.083
H 4.865 -2.792 -2.532 0.08 0.03 0.17 0.074
C 0.253 -2.505 -3.703 -0.60 1.35 1.13 -0.145
H 2.725 -5.606 -2.464 -0.18 -0.02 -0.09 0.091
C -1.033 -0.229 -5.706 -0.11 0.12 0.24 -0.067
H -1.310 -2.307 1.147 0.26 0.20 0.33 0.100
C -3.910 -2.809 -4.829 -0.12 0.10 0.06 -0.088
C -0.627 -1.572 -5.921 -0.18 0.09 -0.47 -0.089
H -0.797 1.091 2.727 0.26 -0.20 -0.18 0.114
H -0.335 -1.011 -0.007 1.08 -0.67 0.54 0.115
H 2.027 -2.030 -6.441 -0.18 -0.09 0.00 0.119
H 1.068 -2.821 2.436 -0.03 0.21 -0.20 0.105
H -5.566 -1.448 -5.089 0.20 -0.05 0.17 0.097
C 2.427 -2.659 -4.392 -0.23 0.06 -0.77 -0.060
H 0.627 1.459 -3.109 -0.05 -0.18 -0.18 0.094
C -4.206 -0.770 -3.549 0.07 -0.30 0.29 -0.103
H -1.731 -0.264 4.297 -0.06 -0.11 -0.11 0.116
C 1.252 0.987 3.240 -0.33 -1.00 -0.42 -0.588
C 3.976 -1.032 -1.619 -0.40 0.43 -0.45 -0.546
H 1.473 -6.869 -2.604 0.08 0.26 0.04 0.089
H -5.907 1.532 4.840 -0.10 -0.23 0.06 0.101
C 1.680 -0.941 -0.634 -0.14 -0.69 0.23 -0.013
C -4.649 -1.657 -4.538 0.15 0.07 -0.08 -0.114
C -3.008 -1.014 -2.869 -0.08 -0.33 -0.46 -0.057
H -2.469 -2.118 -8.724 -0.03 -0.01 0.43 0.103
H 4.956 -2.753 -0.752 0.10 0.08 -0.22 0.089
N 0.359 -2.154 -5.052 0.57 -0.34 -0.40 0.042
H 3.288 0.608 -2.878 0.19 -0.19 -0.01 0.087
C -0.106 -4.654 -6.480 0.26 -0.37 0.21 -0.053
C -6.378 0.580 5.123 -0.12 -0.47 -0.30 -0.059
C 1.215 -3.722 -1.119 1.21 1.07 -0.37 -0.099
C 1.179 0.976 -5.838 -0.02 -0.15 -0.30 -0.028
H -2.651 -4.525 -7.535 0.09 0.02 -0.18 0.089
C 0.081 0.444 2.777 0.23 0.80 0.92 -0.098
C -0.802 -2.216 -2.825 0.53 -0.90 -1.49 -0.039
C -1.128 -2.302 -7.027 -0.09 0.06 -0.03 -0.076
C 4.337 -0.081 -0.461 -0.10 -0.06 0.19 -0.053
H -0.108 2.975 -4.662 -0.13 -0.21 -0.09 0.088
H 0.038 -2.897 -9.446 0.11 -0.05 0.13 0.090
C -0.601 -5.421 -1.525 -0.20 -0.08 -0.24 -0.038
C 1.695 -2.261 -5.445 0.58 -0.33 0.27 -0.087
H 1.264 -5.334 -3.467 0.19 -0.11 0.16 0.074
H 6.012 -1.684 -1.727 -0.10 -0.20 0.00 0.090
C -5.032 -0.760 3.690 0.27 0.85 -0.54 -0.241
H 0.864 -4.361 -6.076 -0.19 -0.05 0.07 0.062
H 3.682 0.799 -0.418 0.21 -0.21 -0.05 0.083
C 2.353 -1.238 2.906 -0.57 0.20 -0.10 -0.552
H -1.710 2.249 -4.461 0.16 0.02 -0.17 0.089
H -0.827 -4.796 -5.668 0.22 0.04 -0.09 0.074
H 2.399 -5.801 0.152 -0.21 -0.10 0.01 0.094
C -0.799 2.228 -5.076 -0.14 0.18 -0.03 -0.073
H -0.968 -4.776 -2.332 0.02 -0.13 0.19 0.065
```
Forces are in eV/Å.

HOMO level (eV): -6.2
HOMO-LUMO gap (eV): 4.31
Total energy (eV): -202051.6309
SMILES: CC(C)(C)c1cccc(C(C)(C)C)c1N1C=CN(c2c(C(C)(C)C)cccc2C(C)(C)C)C1=Cc1ccccc1.COc1ccc(C=C2C=C(Br)C(=O)C(Br)=C2)cc1



(2)
The following is a quantum chemistry calculation of a cluster of 3 separate species, C20H47O9S2 in total, from the OMol25 dataset.

XYZ file:
```
78
Properties=species:S:1:pos:R:3:forces:R:3:lowdin_charge:R:1
H 4.082 -2.536 -0.157 -0.05 -0.26 0.09 0.109
H -2.916 4.439 1.885 0.03 -2.48 1.15 0.129
H 0.197 0.220 1.235 1.39 2.21 0.41 0.099
H -4.658 2.089 0.508 -1.32 0.38 1.79 0.105
H -0.393 3.738 -3.508 0.05 -0.16 0.12 0.125
O -3.970 -0.611 0.831 -0.04 0.55 1.91 -0.259
H -1.345 -0.685 3.075 0.07 1.29 2.34 0.078
H 1.184 2.551 -7.338 0.10 -0.14 0.04 0.091
C -0.220 1.186 3.999 -1.20 -0.76 -0.39 -0.234
C -0.103 2.758 -3.908 -0.15 0.03 0.15 -0.168
H -6.516 1.413 3.121 1.14 -1.47 -1.84 0.135
H -1.590 -0.390 -2.843 -0.04 0.07 0.07 0.073
O 2.798 -1.647 1.215 -0.04 -0.21 0.07 -0.151
H -1.094 -1.360 -4.236 -0.09 0.12 -0.06 0.093
H -2.713 -0.616 -4.229 0.06 -0.09 0.23 0.092
H 7.140 -3.689 1.677 0.04 0.20 -0.15 0.092
H 3.154 1.843 -4.633 -0.11 0.03 -0.06 0.123
O -4.484 -0.821 3.479 -1.20 2.69 -5.25 -0.388
S -2.173 1.949 1.974 0.32 0.47 -0.72 1.031
H 5.196 -1.743 2.504 0.02 -0.03 -0.09 0.121
H -2.785 3.735 3.639 -0.40 -0.92 -2.50 0.132
H -2.150 2.405 -4.493 0.02 0.20 0.20 0.128
H -2.048 2.112 0.557 0.04 0.19 1.81 0.065
C 3.026 -2.299 -0.037 -0.12 -0.04 -0.22 -0.168
H 0.901 -5.970 0.445 -0.21 0.04 0.09 0.090
H 0.513 -4.477 1.364 -0.04 0.08 -0.08 0.079
H -0.822 -0.827 4.935 -1.28 1.59 -1.88 0.109
C -1.666 -0.479 -3.931 -0.05 0.04 -0.60 -0.107
H 0.274 2.950 -4.911 -0.11 -0.27 -0.07 0.110
H 0.528 1.954 0.454 0.38 -1.46 1.96 0.093
H 1.084 -3.220 -0.253 0.00 -0.06 0.11 0.114
C 0.631 1.308 1.444 -1.72 0.23 -0.70 -0.105
H 0.855 0.723 4.006 -1.96 1.35 0.10 0.121
H 2.528 -3.275 2.487 0.21 -0.16 -0.12 0.107
H 0.838 0.245 -3.390 -0.06 -0.02 -0.29 0.104
O -1.122 0.649 -4.599 -0.02 -0.01 0.83 -0.198
O 2.446 -4.601 0.551 -0.79 0.53 0.15 -0.200
C 2.038 2.185 -6.760 -0.34 -0.41 -0.17 -0.103
H -7.146 0.852 1.431 2.46 -0.14 1.29 0.141
C 1.291 -5.206 1.125 0.58 -0.31 -0.08 -0.104
C -5.393 2.362 1.376 -1.23 0.49 0.52 -0.214
H 2.496 3.042 -6.260 0.07 -0.04 0.07 0.086
H 2.805 -1.546 -0.803 -0.14 0.00 0.13 0.117
H 2.901 0.095 -4.796 0.13 -0.02 0.25 0.126
C 4.629 -2.677 2.584 -0.43 -0.50 -0.18 -0.183
H -2.319 0.329 4.453 1.98 -1.27 -0.81 0.070
H -5.221 4.372 2.471 1.26 -2.32 0.27 0.141
C 2.392 1.058 -4.692 -0.64 -0.18 -0.04 -0.179
H -6.262 3.012 0.880 1.96 -1.53 1.03 0.139
H 6.427 -2.260 0.851 0.01 0.03 0.08 0.085
O 0.947 2.292 -3.052 -0.24 -0.10 -0.19 -0.138
H -3.108 -1.023 1.190 -2.02 0.75 -0.20 0.110
H -1.714 1.730 -2.905 0.01 -0.13 0.07 0.105
O -6.147 -1.691 1.818 3.64 5.31 -0.11 -0.364
H -5.036 2.923 3.669 0.46 0.42 -2.50 0.132
H 0.002 3.122 2.715 -1.30 -2.30 -0.35 0.144
O 5.076 -3.649 1.643 0.02 0.70 -0.12 -0.204
C -6.156 1.063 2.057 -0.85 2.27 -1.65 -0.213
H 4.790 -3.098 3.584 -0.12 0.24 0.10 0.128
H 2.828 -1.731 3.236 0.11 0.10 -0.14 0.118
C -1.276 -0.095 4.110 0.81 0.36 0.34 -0.144
C -3.128 3.461 2.529 -0.71 2.82 0.92 -0.373
C -4.756 3.281 2.575 0.13 0.48 0.12 -0.228
H 1.754 1.302 1.788 -2.48 -0.08 -0.46 0.115
H 6.371 -3.849 0.078 -0.02 -0.04 0.16 0.091
C 6.321 -3.332 1.040 -0.01 -0.44 0.12 -0.105
S -5.132 -0.511 2.074 -2.22 -8.29 4.44 0.807
H 2.257 0.831 -2.574 0.03 0.20 -0.06 0.119
C 2.136 -3.515 -0.324 0.69 -0.12 0.30 -0.182
C -1.365 1.884 -3.931 0.54 0.05 -0.69 -0.188
C 3.135 -2.375 2.402 0.22 0.08 0.12 -0.169
H 1.596 -5.688 2.059 0.01 0.01 -0.18 0.092
H 2.752 1.717 -7.444 0.09 0.20 -0.01 0.090
C -0.383 2.002 2.580 3.16 0.55 0.52 -0.506
H -0.455 1.909 4.889 0.83 -1.45 -1.64 0.122
H 2.325 -3.864 -1.345 -0.05 0.24 -0.15 0.128
O 1.554 1.213 -5.838 0.44 0.66 0.35 -0.205
C 1.568 1.052 -3.398 0.28 -0.05 -0.03 -0.175
```
Forces are in eV/Å.

Net charge: +1
HOMO level (eV): -11.0
HOMO-LUMO gap (eV): 7.56
Total energy (eV): -61582.7544



(3)
The following is a quantum chemistry calculation of an isolated molecule of C3H6O2S2, from the OMol25 dataset.

XYZ file:
```
13
Properties=species:S:1:pos:R:3:forces:R:3:lowdin_charge:R:1
H -1.132 0.578 0.098 0.30 0.62 0.99 0.106
H 1.519 -0.866 -0.166 -0.09 0.02 -0.07 0.072
O -0.200 -2.141 -1.019 0.17 0.13 -1.21 0.107
C -0.935 -1.301 -0.583 0.48 -1.53 2.31 -0.523
H -2.523 -1.909 -1.425 0.11 -0.29 0.39 0.130
H 1.877 3.338 0.876 -0.15 0.14 0.20 -0.205
S 0.724 2.990 0.286 0.57 -0.37 -0.42 0.326
O -2.278 -1.447 -0.606 -0.27 0.96 -0.82 0.097
H -0.625 -0.612 1.405 -0.58 0.09 0.28 0.127
C -0.467 -0.229 0.410 -0.29 -0.23 -2.59 -0.157
S 1.607 1.405 -0.763 -0.83 0.30 0.03 0.451
H 1.406 0.171 1.249 0.31 0.04 -0.18 0.068
C 1.027 0.021 0.236 0.27 0.11 1.10 -0.597
```
Forces are in eV/Å.

Energy relative to the best compared isomer or geometry (same formula, charge and spin) (kJ/mol): 39.91
HOMO level (eV): -9.2
HOMO-LUMO gap (eV): 9.62
Total energy (eV): -28973.8794
SMILES: O=C(O)CCSS



(4)
The following is a quantum chemistry calculation of a cluster of 3 separate species, C3H11NO4 in total, from the OMol25 dataset.

XYZ file:
```
19
Properties=species:S:1:pos:R:3:forces:R:3:lowdin_charge:R:1
H 0.848 0.627 -1.641 0.12 -0.32 1.08 0.077
H -1.053 -1.331 0.814 -0.83 -0.22 -1.56 0.031
N -0.053 1.282 0.188 -1.44 0.31 0.17 -0.118
C -1.291 -0.467 -1.028 -1.57 1.12 1.29 -0.583
O -1.435 -1.493 -0.217 0.87 -0.26 0.14 0.032
H 0.425 -1.722 1.776 -0.59 -0.06 -0.02 0.065
H -0.154 2.204 0.608 0.08 -0.25 0.10 0.099
H 1.982 1.302 -0.397 -0.20 -0.46 0.26 0.067
O 1.759 -1.759 0.602 0.37 -0.10 0.10 -0.032
H 1.452 -2.124 -0.231 -0.08 0.01 -0.22 0.069
H 1.083 2.227 -1.498 -0.83 0.57 0.76 0.080
H -0.155 -0.399 2.060 -0.36 0.24 -0.04 0.080
H -2.008 0.836 0.678 -0.26 -0.52 -0.26 0.106
H -1.921 1.722 -0.827 0.01 -0.45 -0.59 0.111
C -1.476 0.891 -0.273 2.37 0.59 0.43 -0.076
O -1.120 -0.506 -2.217 0.15 -0.28 -0.16 0.079
C 0.971 1.359 -0.814 1.12 -0.04 -2.34 -0.173
O -0.457 -1.321 1.989 1.21 0.19 0.87 0.018
H 2.602 -1.327 0.426 -0.14 -0.06 -0.01 0.068
```
Forces are in eV/Å.

Energy relative to the best compared isomer or geometry (same formula, charge and spin) (kJ/mol): 200.22
HOMO level (eV): -9.4
HOMO-LUMO gap (eV): 9.77
Total energy (eV): -12968.9846
SMILES: CNCC(=O)O.O.O



(5)
The following is a quantum chemistry calculation of the ion C7H12N with charge +1, from the OMol25 dataset.

XYZ file:
```
20
Properties=species:S:1:pos:R:3:forces:R:3:lowdin_charge:R:1
H 1.766 -0.331 2.131 -1.25 -0.39 0.00 0.100
C -0.752 -0.684 -0.128 1.12 -0.04 -1.05 0.062
H 3.127 1.213 -0.764 0.11 1.94 -0.27 0.098
H -3.350 -0.931 -1.451 0.52 -0.44 1.33 0.121
H 3.159 -0.755 1.264 0.88 -0.49 -0.22 0.099
H 3.360 -0.291 -1.230 3.15 -3.60 -0.28 0.056
C -2.058 0.035 0.032 1.05 -1.70 -0.28 -0.372
C 2.625 0.354 -1.093 -4.47 1.23 -2.59 0.029
C -2.172 1.252 0.492 0.30 1.73 -0.28 0.090
H -3.204 1.647 0.426 1.04 0.34 0.65 0.098
C -3.272 -0.738 -0.334 -1.18 2.27 -2.61 -0.060
C 0.510 -0.284 -0.203 -2.07 -0.46 0.42 0.068
C 2.351 -0.065 1.281 0.99 1.58 0.91 0.025
H 2.742 0.959 1.552 -0.27 -0.94 -0.72 0.135
H 1.975 0.282 -2.066 1.58 1.13 1.63 0.170
H -1.267 1.851 0.704 -0.97 -0.09 0.15 0.094
H -3.452 -1.567 0.278 -0.27 -1.44 0.65 0.070
H -4.100 0.004 -0.242 0.26 -0.86 0.35 0.092
N 1.726 -0.042 -0.046 -0.58 -0.33 1.60 -0.138
H -0.824 -1.734 -0.501 0.05 0.56 0.63 0.161
```
Forces are in eV/Å.

Net charge: +1
Energy relative to the best compared isomer or geometry (same formula, charge and spin) (kJ/mol): 310.59
HOMO level (eV): -13.5
HOMO-LUMO gap (eV): 9.59
Total energy (eV): -8933.7831
SMILES: C=C(C)C=C=[N+](C)C